Entry 1:
11
Properties=species:S:1:pos:R:3:forces:R:3 method="wB97M-V/def2-TZVPD" orbital_gap_ev=8.38 total_charge=0 homo_energy_ev=-9.81 energy_ev=-20509.581
S -1.611530 2.048288 -0.094937 0.14 -0.52 -0.01
O 0.303820 -1.375387 -0.034716 0.25 -0.18 1.03
N -3.044709 -1.343506 -0.240512 0.86 0.79 0.26
N 2.368108 0.442106 -0.391826 -1.65 -0.56 0.65
N 0.088016 -0.024352 0.195160 -0.52 0.64 -0.18
C 1.230595 0.806905 0.086821 1.97 -0.66 -1.04
C -1.195110 0.467757 -0.006140 0.62 0.03 0.38
C -2.202817 -0.562340 -0.093459 -0.86 -0.86 -0.35
H 2.340039 -0.559626 -0.699279 -0.05 1.01 0.27
H 1.103610 1.820477 0.435882 -0.30 0.02 0.04
H 0.619982 -1.720320 0.843011 -0.46 0.28 -1.05


Entry 2:
47
Properties=species:S:1:pos:R:3:forces:R:3 method="wB97M-V/def2-TZVPD" orbital_gap_ev=7.24 total_charge=0 homo_energy_ev=-7.07 energy_ev=-154462.638
Tl -0.941496 1.686613 1.186803 0.16 -0.33 0.20
Se 0.742330 -0.795938 3.310443 -0.48 0.17 -0.03
Se 2.699763 1.298946 0.889127 -0.09 0.13 -0.60
O -0.475317 -0.002244 -0.277704 0.30 0.36 0.29
C -3.174872 -0.631948 -3.319590 -0.50 -0.53 -1.19
C -2.457007 -1.957961 0.051634 -0.98 -0.04 1.95
C 1.443868 0.641284 4.441772 -0.39 0.60 -1.47
C -1.324366 -0.193336 -1.268171 -0.51 0.86 -1.66
C -2.941426 -1.142479 1.294238 -0.13 1.58 -1.73
C 2.285235 -1.248261 2.252935 0.56 0.23 -1.08
C 2.476629 -0.608340 0.872458 -2.71 -0.10 -0.32
C -2.363815 -1.158662 -1.171631 1.38 0.99 0.70
C -1.258097 0.605390 -2.474856 -1.07 -1.90 1.96
C 4.302980 1.333852 1.956685 -0.16 1.58 0.86
C -0.261199 1.655682 -2.678441 -0.56 2.49 -1.72
C 1.118284 1.157214 -3.000728 0.82 0.35 -0.11
C -3.272287 -1.371951 -2.156699 -0.52 -0.28 -1.02
C -0.182927 2.795607 -1.645581 -0.47 0.62 0.77
C -2.202835 0.318400 -3.445080 0.66 1.59 -1.59
C -1.212919 -2.661104 0.466365 0.23 -2.20 1.99
H -2.091084 -0.646615 1.736444 0.53 0.23 0.05
H -3.328911 -1.689022 2.109311 -0.81 -1.03 0.63
H 1.849313 1.992417 -2.980533 -0.39 -0.33 -0.44
H -0.656191 2.157485 -3.650210 0.78 -0.45 1.44
H -1.483459 -3.355058 1.349619 0.21 0.42 -1.51
H 3.972987 1.272648 3.011135 0.66 -0.09 -0.47
H 1.626295 1.530936 3.793732 -0.45 -0.48 0.63
H -4.008414 -2.165690 -2.010211 0.08 0.28 -0.23
H 4.798139 2.317391 1.783824 -0.46 -0.65 0.23
H 3.241541 -1.083165 0.299652 0.91 -0.26 -0.11
H 0.517766 2.577863 -0.808170 -0.30 -0.01 -0.56
H 0.195174 3.721060 -2.112089 0.01 -0.39 0.05
H -3.191367 -2.734886 -0.167156 -0.19 -0.04 0.21
H -3.645816 -0.323676 0.986469 0.30 -0.84 0.34
H 2.264887 -2.311993 2.054037 -0.08 -0.37 0.41
H 5.012205 0.581000 1.679789 0.16 -0.61 -0.10
H 1.064876 0.687219 -3.987629 0.50 -0.11 0.25
H -0.797274 -3.241044 -0.358944 0.25 -0.05 0.21
H 1.489557 0.483145 -2.237116 -0.11 -0.47 0.05
H 0.623964 0.785092 5.155161 0.63 0.21 0.06
H -1.172129 3.104526 -1.197538 0.72 -0.50 -0.53
H -2.171208 0.910253 -4.421018 0.05 -0.80 1.36
H -3.704643 -0.827564 -4.252767 -0.50 -0.16 0.61
H 1.533294 -0.764660 0.253543 0.96 0.31 0.76
H 2.398222 0.371059 4.848096 0.21 -0.35 0.68
H -0.472445 -2.059512 0.974034 0.29 0.57 -0.61
H 3.134193 -1.009975 2.864553 0.52 -0.19 0.45


Entry 3:
19
Properties=species:S:1:pos:R:3:forces:R:3 method="wB97M-V/def2-TZVPD" orbital_gap_ev=8.70 total_charge=-1 homo_energy_ev=-5.43 energy_ev=-96868.051
Br 1.693436 -1.969735 0.400020 0.43 -0.97 0.32
S 2.191520 0.644475 -1.201699 -0.22 -0.88 2.25
O -3.725764 -1.172515 -1.565532 -3.58 -0.32 -0.29
O 2.046935 2.029045 -1.399167 -0.31 2.30 -0.18
O -2.507616 -0.279065 0.060408 -0.50 1.32 2.41
O 2.479165 -0.134221 -2.366936 1.03 -0.34 0.40
O 3.328997 0.597910 0.018169 -1.23 1.54 -2.19
N -0.101157 0.523190 0.554948 -0.99 -0.04 -0.76
C -1.492068 -1.614082 -1.629087 4.00 1.04 2.42
C -2.719908 -1.033923 -0.961912 4.04 0.80 -1.59
C -0.113497 -0.634796 -1.671243 -2.23 -0.05 -0.70
C 0.501386 -0.009285 -0.429399 0.97 -0.42 -1.33
H -1.574073 0.132683 0.520079 -0.30 -1.23 -1.68
H 0.723469 -1.078868 -2.277137 -1.46 0.07 0.78
H -0.446312 0.304925 -2.215350 0.29 -0.92 0.22
H -1.185495 -2.484323 -1.054462 0.20 -0.20 0.32
H 3.441748 -0.304989 0.255688 0.01 -1.98 0.57
H -1.591449 -1.981342 -2.603211 -0.77 -0.08 -1.51
H 0.419212 1.146108 1.126984 0.63 0.36 0.55


Entry 4:
17
Properties=species:S:1:pos:R:3:forces:R:3 method="wB97M-V/def2-TZVPD" orbital_gap_ev=9.30 total_charge=0 homo_energy_ev=-8.31 smiles="CC1(O)CC=CC1" energy_ev=-8427.446
O -0.801196 -0.501047 1.118921 -2.40 -2.32 -1.92
C 0.492010 0.756636 2.069398 1.01 1.62 -1.38
C 0.214452 -1.060786 -1.589054 -0.05 0.29 0.17
C -1.002580 0.817323 -0.818906 0.13 0.41 0.63
C 0.040737 0.416362 0.342574 -0.52 -1.77 2.07
C -0.927145 -0.399939 -1.752852 0.32 0.18 0.34
C 1.062352 -0.391887 -0.516080 0.13 -0.12 0.54
H -0.786087 1.719231 -1.409643 0.20 -0.05 0.35
H 0.297950 0.029051 2.935089 -0.09 0.39 -2.06
H 0.529661 -1.939543 -2.155095 -0.08 0.29 0.22
H 1.837934 0.222499 -1.005792 -0.27 0.09 0.37
H 1.590970 -1.090454 0.135596 0.13 -0.18 -0.06
H -0.355403 -1.342685 1.165336 0.05 -0.58 -0.01
H 1.556387 0.852850 2.003128 0.75 0.89 0.32
H -1.994548 0.934301 -0.381552 0.08 0.06 0.02
H -1.701219 -0.669688 -2.479478 0.25 0.28 0.37
H -0.054273 1.647776 2.338410 0.37 0.52 0.04


What did the fourth record say?
17
Properties=species:S:1:pos:R:3:forces:R:3 method="wB97M-V/def2-TZVPD" orbital_gap_ev=9.30 total_charge=0 homo_energy_ev=-8.31 smiles="CC1(O)CC=CC1" energy_ev=-8427.446
O -0.801196 -0.501047 1.118921 -2.40 -2.32 -1.92
C 0.492010 0.756636 2.069398 1.01 1.62 -1.38
C 0.214452 -1.060786 -1.589054 -0.05 0.29 0.17
C -1.002580 0.817323 -0.818906 0.13 0.41 0.63
C 0.040737 0.416362 0.342574 -0.52 -1.77 2.07
C -0.927145 -0.399939 -1.752852 0.32 0.18 0.34
C 1.062352 -0.391887 -0.516080 0.13 -0.12 0.54
H -0.786087 1.719231 -1.409643 0.20 -0.05 0.35
H 0.297950 0.029051 2.935089 -0.09 0.39 -2.06
H 0.529661 -1.939543 -2.155095 -0.08 0.29 0.22
H 1.837934 0.222499 -1.005792 -0.27 0.09 0.37
H 1.590970 -1.090454 0.135596 0.13 -0.18 -0.06
H -0.355403 -1.342685 1.165336 0.05 -0.58 -0.01
H 1.556387 0.852850 2.003128 0.75 0.89 0.32
H -1.994548 0.934301 -0.381552 0.08 0.06 0.02
H -1.701219 -0.669688 -2.479478 0.25 0.28 0.37
H -0.054273 1.647776 2.338410 0.37 0.52 0.04